Record 1
Density functional theory data (the ωB97M-V functional and the def2-TZVPD basis) for 8 unconnected molecules or ions with the total composition C22H60N2O8 at a distorted geometry.

Output
SMILES string: NC(N)=O.CC(C)O.CC(C)O.CC(C)O.CC(C)O.CC(C)O.CC(C)O.CC(C)O
HOMO level: -0.3382 Ha
LUMO level: 0.543 eV
charge: 0

Last column: Löwdin charge in e.
Geometry (Å):
N 0.126 -1.806 3.597  0.186
C -0.649 -2.083 4.576  -0.820
N -1.749 -2.666 4.202  0.161
O -0.312 -2.124 5.738  0.023
H -0.293 -1.911 2.684  0.067
H 1.103 -1.550 3.619  0.117
H -2.220 -3.033 5.017  0.118
H -2.088 -2.795 3.260  0.107
C 1.503 -5.555 0.499  -0.072
C 2.917 -5.354 1.087  -0.462
C 2.745 -4.225 2.087  -0.070
O 3.274 -6.620 1.647  -0.059
H 1.303 -4.549 0.129  0.052
H 0.695 -5.778 1.196  0.085
H 1.506 -6.250 -0.340  0.079
H 3.626 -5.081 0.305  0.141
H 3.773 -4.018 2.381  0.078
H 2.129 -4.437 2.961  0.088
H 2.389 -3.324 1.586  0.056
H 2.551 -7.151 1.991  0.084
C -1.677 -1.386 -1.342  -0.046
C -0.659 -1.697 -0.280  -0.453
C 0.851 -1.197 -0.720  -0.010
O -0.876 -1.140 0.992  -0.082
H -1.457 -1.721 -2.355  0.088
H -1.801 -0.303 -1.366  0.064
H -2.644 -1.732 -0.976  0.071
H -0.567 -2.763 -0.070  0.119
H 1.212 -1.563 -1.682  0.067
H 1.530 -1.544 0.059  0.049
H 0.542 -0.157 -0.618  0.057
H -0.796 -0.183 0.994  0.045
C -4.604 0.083 0.400  -0.056
C -5.509 0.364 1.601  -0.491
C -5.828 -0.864 2.543  -0.037
O -4.784 1.228 2.388  -0.048
H -3.643 -0.400 0.577  0.060
H -4.479 0.955 -0.242  0.076
H -5.110 -0.622 -0.260  0.078
H -6.446 0.779 1.231  0.130
H -4.883 -1.318 2.841  0.072
H -6.513 -1.610 2.141  0.069
H -6.424 -0.514 3.385  0.068
H -5.373 1.445 3.115  0.092
C 2.747 1.512 4.027  -0.055
C 3.418 2.061 2.814  -0.512
C 3.566 1.072 1.644  -0.041
O 2.748 3.161 2.296  -0.056
H 2.869 2.173 4.885  0.083
H 3.074 0.494 4.237  0.079
H 1.679 1.329 3.914  0.077
H 4.405 2.468 3.033  0.132
H 2.633 0.599 1.336  0.064
H 4.053 0.128 1.889  0.073
H 4.130 1.404 0.772  0.069
H 2.645 3.944 2.843  0.095
C 4.024 0.638 -2.401  -0.098
C 4.078 1.074 -3.833  -0.464
C 2.721 0.715 -4.440  -0.060
O 4.273 2.523 -3.816  -0.050
H 3.133 1.059 -1.936  0.075
H 4.899 0.831 -1.780  0.076
H 3.874 -0.439 -2.337  0.077
H 4.898 0.507 -4.273  0.134
H 2.748 1.139 -5.444  0.074
H 1.918 1.344 -4.058  0.067
H 2.371 -0.317 -4.474  0.084
H 5.150 2.705 -3.470  0.081
C -2.039 1.064 -5.175  -0.045
C -1.869 2.137 -3.982  -0.466
C -0.888 3.171 -4.519  -0.063
O -3.088 2.660 -3.471  -0.040
H -2.818 0.349 -4.913  0.063
H -1.194 0.385 -5.289  0.067
H -2.366 1.672 -6.018  0.074
H -1.413 1.574 -3.168  0.102
H -0.179 2.640 -5.155  0.071
H -0.419 3.734 -3.713  0.070
H -1.319 3.881 -5.225  0.082
H -3.194 3.533 -3.856  0.081
C -2.398 3.166 0.441  -0.027
C -0.981 2.529 0.025  -0.449
C -0.069 3.721 -0.411  -0.036
O -0.582 1.624 1.007  -0.045
H -2.979 3.736 -0.284  0.076
H -2.268 3.813 1.309  0.072
H -3.097 2.458 0.886  0.040
H -1.063 1.947 -0.893  0.100
H -0.564 4.297 -1.193  0.073
H 0.944 3.394 -0.648  0.076
H 0.012 4.323 0.494  0.071
H -0.614 2.234 1.748  0.105

=====

Record 2
Density functional theory data (the ωB97M-V functional and the def2-TZVPD basis) for 6 unconnected molecules or ions with the total composition C22H61N5O6 at a distorted geometry.

Output
HOMO level (spin up / spin down): 0.0330 / -0.2601 Ha
spin multiplicity: 2
LUMO level (spin up / spin down): 2.442 / 2.394 eV
expectation value of S²: 0.75
charge: -1

Last column: Löwdin spin population.
Geometry (Å):
C -16.035 -6.641 -10.020  0.062
C -15.895 -7.970 -10.801  0.029
C -15.395 -7.803 -12.251  0.016
O -16.245 -7.117 -13.201  0.003
C -17.529 -7.672 -13.589  0.063
N -15.136 -8.837 -9.958  0.007
H -16.881 -6.056 -10.380  0.010
H -15.148 -6.033 -10.195  0.014
H -16.251 -6.733 -8.956  0.022
H -16.878 -8.439 -10.854  0.014
H -15.312 -8.792 -12.702  0.006
H -14.544 -7.132 -12.134  0.004
H -17.521 -8.481 -14.320  0.010
H -17.975 -6.904 -14.221  0.010
H -18.196 -7.983 -12.785  0.024
H -14.223 -8.457 -10.166  0.003
H -15.091 -9.770 -10.344  0.006
C -22.455 -0.003 -9.080  0.006
C -23.401 1.146 -8.699  0.005
C -23.940 0.710 -7.204  0.006
O -24.740 1.754 -6.667  0.001
C -25.388 1.386 -5.397  0.017
N -22.623 2.345 -8.723  0.002
H -21.389 0.199 -8.970  0.001
H -22.624 -0.246 -10.129  0.003
H -22.550 -0.921 -8.500  0.001
H -24.144 1.119 -9.496  0.001
H -23.016 0.436 -6.695  0.001
H -24.596 -0.146 -7.355  0.004
H -26.085 0.549 -5.435  0.005
H -25.857 2.315 -5.074  0.002
H -24.769 1.057 -4.562  0.004
H -23.260 3.121 -8.611  0.001
H -22.055 2.314 -7.889  0.002
C -25.832 -5.919 -8.096  0.023
C -25.232 -6.699 -9.341  0.007
C -23.767 -6.402 -9.773  0.040
O -23.559 -4.979 -10.129  0.007
C -22.216 -4.578 -9.943  0.036
N -25.338 -8.139 -9.088  0.004
H -25.733 -6.422 -7.134  0.007
H -26.895 -5.717 -8.229  0.003
H -25.376 -4.937 -7.966  0.004
H -25.977 -6.486 -10.108  0.000
H -23.702 -6.902 -10.739  0.009
H -23.099 -6.751 -8.985  0.021
H -22.129 -4.247 -8.909  0.006
H -22.025 -3.803 -10.686  0.005
H -21.405 -5.275 -10.155  0.023
H -26.077 -8.404 -8.451  0.002
H -24.502 -8.480 -8.636  0.006
C -15.821 -3.562 -14.092  0.013
C -16.190 -4.238 -15.418  0.005
C -16.218 -3.160 -16.555  0.005
O -17.375 -2.299 -16.280  0.006
C -17.229 -0.890 -16.708  0.010
N -15.240 -5.289 -15.672  0.003
H -15.886 -4.428 -13.432  0.002
H -16.481 -2.762 -13.757  0.002
H -14.819 -3.141 -14.170  0.003
H -17.169 -4.709 -15.327  0.003
H -16.251 -3.458 -17.603  0.001
H -15.334 -2.535 -16.430  0.001
H -17.251 -0.681 -17.777  0.001
H -16.292 -0.601 -16.232  0.002
H -17.994 -0.240 -16.282  0.002
H -15.429 -5.983 -14.963  0.001
H -15.484 -5.857 -16.470  0.004
C -19.114 -2.965 -6.937  0.050
C -19.515 -1.683 -6.112  0.012
C -20.825 -1.987 -5.272  0.015
O -21.929 -2.164 -6.188  0.009
C -23.131 -2.532 -5.513  0.026
N -18.454 -1.406 -5.043  0.009
H -19.130 -3.893 -6.365  0.026
H -18.191 -2.781 -7.488  0.023
H -19.965 -3.048 -7.613  0.003
H -19.536 -0.748 -6.672  0.002
H -20.910 -1.138 -4.595  0.004
H -20.690 -2.801 -4.559  0.007
H -23.489 -1.827 -4.763  0.005
H -23.189 -3.576 -5.203  0.013
H -23.918 -2.463 -6.264  0.005
H -18.431 -2.255 -4.497  0.006
H -17.615 -1.196 -5.565  0.011
C -19.214 -1.497 -10.219  0.026
C -18.427 -2.231 -11.237  0.038
O -18.303 -3.523 -10.763  0.027
H -19.986 -2.042 -9.674  0.002
H -19.721 -0.643 -10.667  0.003
H -18.564 -0.970 -9.521  0.010
H -17.454 -1.787 -11.448  0.012
H -19.021 -2.281 -12.150  0.006
H -17.472 -3.636 -10.295  0.021

=====

Record order is preserved below.
Energy relative to the best compared isomer or geometry (same formula, charge and spin): 88.1, 46.4 kcal/mol